Formula: C3H5ClFN
Source: the Open Molecules 2025 dataset
Level of theory: ωB97M-V/def2-TZVPD

Each line ends with the Löwdin charge.
Geometry (Å):
C 2.76251 1.31447 -1.23587  0.026
C 1.54066 1.70738 -0.91620  -0.149
N 0.31985 1.46171 -0.83385  0.076
F -0.82557 2.23943 -1.09007  -0.061
H 3.04744 1.28062 -2.26765  0.066
H 3.54456 1.36915 -0.48298  0.071
C 1.71524 -1.07055 1.04503  -0.570
Cl 3.05531 -1.75497 1.94410  0.475
H 2.07455 -0.65418 0.11902  -0.027
H 0.90968 -1.81009 0.82074  0.056
H 1.40345 -0.16263 1.60499  0.037

Output
Relative energy (zero: lowest compared OMol25 entry of this formula, charge and spin): 3.686 eV
SMILES: C=C=NF.CCl



Formula: C3H9N2
Source: the Open Molecules 2025 dataset
Level of theory: ωB97M-V/def2-TZVPD

Each line ends with the Löwdin charge.
Geometry (Å):
C -1.47077 -0.27724 0.80366  -0.057
C -0.99720 0.07221 -0.61457  -0.188
N 0.30873 -0.59150 -0.85940  0.029
C 1.46231 -0.02266 -0.18959  -0.279
N 1.14104 0.95689 0.69234  0.280
H -2.22342 -1.05503 0.91922  0.091
H -1.87593 0.59995 1.30330  0.087
H -0.56078 -0.64159 1.31006  0.069
H -0.70312 1.14212 -0.61075  0.130
H -1.58571 -0.22946 -1.47519  0.129
H 0.45181 -0.57178 -1.86908  0.146
H 1.88860 -0.95164 0.25765  0.227
H 1.91660 1.32956 1.25553  0.123
H 2.24782 0.24018 -0.92318  0.212

Output
Relative energy (zero: lowest compared OMol25 entry of this formula, charge and spin): 5.556 eV
Net charge: +1



Formula: C61H63ClF2N2O6Si
Source: the Open Molecules 2025 dataset
Level of theory: ωB97M-V/def2-TZVPD

Each line ends with the Löwdin charge.
Geometry (Å):
C 1.11228 -7.38146 5.16762  -0.128
C 0.49011 -6.15018 5.96826  -0.246
C 0.12141 -4.96104 4.96978  -0.230
C -0.83545 -5.47589 3.81389  -0.227
C -1.12391 -4.25717 2.83816  -0.210
C -1.38548 -4.83552 1.36813  -0.193
C -2.53985 -3.92644 0.73354  -0.222
C -2.61647 -4.04305 -0.83690  -0.206
C -1.33226 -3.44060 -1.57876  -0.217
C -1.07379 -1.96941 -1.15656  -0.155
C -0.21654 -1.01050 -2.02420  -0.023
C -0.13950 0.38248 -1.54064  0.016
C -0.76436 0.97488 -0.26039  -0.386
F -1.41799 2.21813 -0.45500  0.030
F -1.66851 0.21475 0.46409  0.064
C 0.42506 1.28832 0.75262  -0.136
C 1.25397 0.00219 1.14474  -0.218
Si 3.12535 0.32731 1.40670  0.609
C 3.76258 1.80673 0.34391  -0.178
C 3.32715 0.70055 3.28962  -0.183
C 4.21096 -1.16330 0.87554  -0.242
C 5.63627 -1.17960 1.29786  -0.086
C 6.53543 -2.27814 0.88397  -0.082
C 6.05432 -3.37998 0.03466  -0.084
C 4.63717 -3.39354 -0.36873  -0.078
C 3.74437 -2.28358 0.05166  -0.086
C 0.67657 1.38502 -2.34397  -0.220
O 0.83267 2.72797 -1.93656  -0.052
C 1.35066 1.04482 -3.57147  -0.457
Cl 2.27028 2.29105 -4.46350  0.662
C 1.29222 -0.37969 -4.07370  -0.190
N 1.99140 -0.58592 -5.26402  0.113
C 1.90036 -1.90165 -5.57344  -0.036
C 1.19518 -2.97378 -4.82133  -0.176
C 1.24546 -4.47125 -5.32273  -0.145
O 2.31676 -4.73032 -6.22320  -0.174
C 3.59905 -4.64385 -5.58997  -0.231
C 4.33598 -6.04707 -5.43438  -0.206
C 5.78626 -5.99444 -6.10504  -0.122
N 0.50341 -2.69701 -3.70389  0.151
C 0.53703 -1.37192 -3.29116  -0.109
H 1.42254 -7.03945 4.13913  0.064
H 2.00126 -7.83655 5.67490  0.066
H 0.29599 -8.13886 5.00578  0.072
H -0.47540 -6.43875 6.46190  0.101
H 1.27715 -5.78491 6.67743  0.095
H 1.03796 -4.50821 4.50030  0.109
H -0.41677 -4.12440 5.50340  0.111
H -0.34160 -6.27267 3.18121  0.095
H -1.78373 -5.92351 4.21600  0.120
H -2.04564 -3.71031 3.18118  0.108
H -0.26049 -3.54061 2.81372  0.104
H -0.46005 -4.85086 0.73424  0.101
H -1.79460 -5.88053 1.49502  0.109
H -2.49754 -2.86574 1.10316  0.101
H -3.50553 -4.36441 1.13417  0.115
H -3.50962 -3.42893 -1.17154  0.111
H -2.76136 -5.10783 -1.17352  0.113
H -1.60552 -3.46254 -2.67426  0.103
H -0.47538 -4.12599 -1.35740  0.097
H -2.08590 -1.47757 -1.02379  0.131
H -0.62876 -1.96862 -0.11283  0.112
H -0.09946 1.62322 1.69813  0.111
H 1.05414 2.15409 0.43363  0.090
H 0.87834 -0.39288 2.13763  0.091
H 1.16914 -0.85390 0.42309  0.049
H 4.88314 1.80811 0.30509  0.042
H 3.31877 2.77129 0.70654  0.036
H 3.40511 1.62044 -0.71876  0.034
H 2.30022 0.82092 3.75446  0.033
H 3.78145 -0.19021 3.80703  0.037
H 3.87423 1.66045 3.47393  0.035
H 6.08892 -0.36927 1.92644  0.100
H 7.60689 -2.24580 1.19463  0.093
H 6.70553 -4.21052 -0.32028  0.092
H 4.21127 -4.20391 -1.01872  0.091
H 2.69150 -2.33601 -0.31336  0.078
H 1.68484 2.79213 -1.46335  0.085
H 2.42682 -2.22067 -6.51578  0.127
H 0.24117 -4.79537 -5.70150  0.138
H 1.45476 -5.08015 -4.38624  0.136
H 3.59497 -4.16063 -4.57712  0.123
H 4.25922 -4.02470 -6.27069  0.122
H 3.70925 -6.87332 -5.85770  0.109
H 4.50143 -6.27397 -4.33743  0.102
H 5.73975 -5.46641 -7.09226  0.071
H 6.16170 -7.04737 -6.21525  0.070
H 6.50916 -5.46226 -5.41881  0.077
O -1.01533 8.04772 5.35886  0.107
C -0.29438 7.07023 5.30521  -0.278
C -0.44223 6.08212 4.20752  -0.082
C -1.40214 6.29003 3.21996  0.008
C -1.52096 5.39218 2.16879  -0.041
C -0.68100 4.28331 2.09829  -0.044
C 0.26453 4.06447 3.08972  0.005
C 0.38311 4.95844 4.14962  -0.079
C 1.38614 4.70323 5.21246  -0.275
O 2.06800 3.69524 5.18958  0.096
C 1.54817 5.70043 6.29862  -0.084
C 2.51031 5.49216 7.28344  0.000
C 2.69248 6.43471 8.28490  -0.057
C 1.91480 7.58948 8.30661  -0.056
C 0.94529 7.79398 7.33512  0.001
C 0.75492 6.84833 6.33119  -0.083
H -2.05430 7.15416 3.26775  0.123
H -2.26579 5.55828 1.39879  0.099
H -0.76642 3.59075 1.27095  0.075
H 0.91352 3.19734 3.03412  0.104
H 3.12117 4.59717 7.26785  0.121
H 3.44464 6.27273 9.04849  0.108
H 2.06466 8.32960 9.08430  0.108
H 0.34072 8.69308 7.35875  0.121
O -4.88774 3.24674 -6.18087  0.103
C -5.44364 3.49756 -5.12848  -0.280
C -4.65481 3.72082 -3.89170  -0.084
C -3.26394 3.66275 -3.94367  0.009
C -2.51673 3.90866 -2.80120  -0.047
C -3.15479 4.21512 -1.60194  -0.059
C -4.53972 4.25710 -1.54141  0.008
C -5.29459 4.00426 -2.68387  -0.084
C -6.77543 4.03410 -2.60382  -0.280
O -7.33391 4.22747 -1.54033  0.102
C -7.56422 3.83090 -3.84444  -0.084
C -8.95433 3.89184 -3.79138  -0.001
C -9.69990 3.73623 -4.95089  -0.059
C -9.06006 3.51960 -6.16842  -0.059
C -7.67562 3.44411 -6.22310  -0.001
C -6.92331 3.59419 -5.06103  -0.084
H -2.76286 3.42990 -4.87595  0.122
H -1.43389 3.86715 -2.84385  0.102
H -2.56913 4.41884 -0.71380  0.085
H -5.03164 4.49087 -0.60430  0.121
H -9.45639 4.06502 -2.84675  0.120
H -10.78188 3.78790 -4.90819  0.107
H -9.64339 3.40758 -7.07525  0.107
H -7.18291 3.27215 -7.17293  0.120

Output
SMILES: CCCCCCCCCCc1c(C(F)(F)CC[Si](C)(C)c2ccccc2)c(O)c(Cl)c2ncc(COCCC)nc12.O=C1c2ccccc2C(=O)c2ccccc21.O=C1c2ccccc2C(=O)c2ccccc21



Values of energy, in order: -19917.4431 -6225.4921 -105376.8624, all in eV.
Values of molar mass, in order: 109.53 73.12 1021.72, all in g/mol.